Record 1
The following is a quantum chemistry calculation of 3 unconnected molecules or ions with the total composition C23H50N3O7PS, from OMol25.

Each line ends with the Löwdin charge.
Positions of all 85 atoms, in Å:
C  -0.41  -4.62  -4.25  -0.086
O  -0.72  -3.24  -4.29  -0.139
C  -0.67  -2.56  -3.05  -0.350
C  0.66  -2.80  -2.33  -0.176
O  0.86  -1.71  -1.45  -0.218
C  2.00  -1.77  -0.61  -0.360
P  1.94  -2.75  0.96  0.828
N  1.58  -4.33  0.35  -0.183
O  0.43  -2.29  1.46  -0.348
C  -1.94  -2.91  -2.26  -0.171
S  -2.14  -2.18  -0.63  0.710
O  -3.30  -1.33  -0.67  -0.345
O  -2.00  -3.22  0.36  -0.358
H  0.67  -4.79  -4.34  0.090
H  -0.90  -5.08  -5.10  0.095
H  -0.76  -5.11  -3.34  0.087
H  -0.71  -1.50  -3.31  0.126
H  0.64  -3.74  -1.79  0.106
H  1.45  -2.83  -3.09  0.142
H  2.92  -2.03  -1.16  0.091
H  2.13  -0.74  -0.26  0.085
H  1.65  -5.02  1.08  0.033
H  2.20  -4.62  -0.40  0.035
H  -0.25  -2.96  1.27  0.014
H  -2.80  -2.54  -2.81  0.106
H  -2.04  -3.99  -2.12  0.103
H  -1.05  -1.39  -0.54  0.076
C  -2.67  2.39  -3.74  -0.022
C  -1.61  1.67  -4.57  -0.481
C  -0.29  1.53  -3.80  -0.134
C  0.45  2.85  -3.64  -0.170
C  0.69  3.51  -5.00  -0.130
C  -0.59  3.69  -5.83  -0.488
N  -1.31  2.38  -5.86  -0.110
O  -0.93  1.60  -6.80  -0.024
C  -1.46  4.82  -5.26  -0.030
C  -0.23  4.06  -7.26  -0.044
C  -2.16  0.29  -4.91  -0.037
H  -3.00  1.72  -2.94  0.089
H  -2.32  3.30  -3.26  0.058
H  -3.54  2.64  -4.35  0.096
H  0.35  0.82  -4.34  0.127
H  -0.51  1.08  -2.82  0.120
H  -0.10  3.52  -2.98  0.104
H  1.41  2.67  -3.15  0.112
H  1.16  4.49  -4.87  0.124
H  1.39  2.90  -5.57  0.124
H  -2.45  4.80  -5.71  0.095
H  -0.99  5.77  -5.52  0.086
H  -1.57  4.80  -4.18  0.058
H  0.45  3.34  -7.71  0.078
H  0.25  5.04  -7.26  0.087
H  -1.13  4.11  -7.88  0.093
H  -3.06  0.36  -5.53  0.097
H  -2.43  -0.20  -3.98  0.075
H  -1.44  -0.32  -5.44  0.082
C  -0.18  0.64  8.16  -0.031
C  1.24  0.71  7.57  -0.491
C  1.36  1.85  6.55  -0.133
C  0.61  1.57  5.25  -0.173
C  1.07  0.26  4.63  -0.129
C  0.97  -0.94  5.59  -0.483
N  1.64  -0.56  6.88  -0.111
O  2.90  -0.78  6.89  -0.028
C  -0.49  -1.36  5.79  -0.025
C  1.72  -2.13  5.01  -0.049
C  2.20  0.94  8.73  -0.045
H  -0.32  1.49  8.82  0.087
H  -0.97  0.68  7.41  0.056
H  -0.30  -0.28  8.74  0.094
H  2.42  2.00  6.33  0.125
H  0.99  2.77  7.02  0.123
H  -0.47  1.56  5.42  0.103
H  0.80  2.39  4.54  0.112
H  0.48  0.02  3.74  0.120
H  2.11  0.35  4.31  0.125
H  -0.57  -2.06  6.63  0.094
H  -0.82  -1.88  4.89  0.087
H  -1.17  -0.54  5.96  0.059
H  2.74  -1.88  4.75  0.078
H  1.20  -2.44  4.10  0.056
H  1.73  -2.97  5.71  0.093
H  2.18  0.09  9.42  0.092
H  1.89  1.83  9.27  0.087
H  3.22  1.07  8.39  0.078

Values from the calculation:
Expectation value of S²: 2.008
HOMO (spin up / spin down), eV: -7.8 / -8.7
Max |F|, Eh/bohr: 0.0097
E_tot, eV: -63584.8102
Spin multiplicity: 3

Record 2
The following is a quantum chemistry calculation of a single C13H19N molecule, from OMol25.

Each line ends with the Löwdin charge.
Positions of all 33 atoms, in Å:
C  -0.11  3.83  -1.30  -0.154
C  0.21  2.52  -1.83  -0.483
C  1.57  2.21  -2.52  -0.062
C  0.27  1.66  -0.54  -0.195
C  0.24  0.14  -0.65  -0.256
C  -0.97  -1.63  -1.51  -0.322
C  -1.25  -2.42  -0.18  -0.120
C  -0.53  -1.74  0.95  -0.165
C  -0.81  -2.29  2.26  -0.004
C  0.12  -1.90  3.19  -0.122
C  1.07  -0.92  2.98  -0.032
C  1.03  -0.17  1.68  0.007
C  0.15  -0.59  0.69  -0.153
H  -1.19  4.01  -0.93  0.100
H  0.50  4.22  -0.36  0.116
H  -0.03  4.69  -2.10  0.101
H  -0.61  2.07  -2.50  0.155
H  2.32  2.22  -1.82  0.039
H  1.34  1.09  -2.58  0.061
H  1.56  2.52  -3.73  0.149
H  1.08  2.03  0.21  0.139
H  -0.67  1.87  -0.03  0.109
H  1.14  -0.10  -1.32  0.146
H  -1.83  0.31  -1.14  0.187
H  -1.57  -2.05  -2.32  0.122
H  0.08  -1.82  -1.51  0.109
H  -0.92  -3.42  -0.30  0.096
H  -2.41  -2.44  -0.17  0.141
H  -1.48  -2.99  2.58  0.085
H  -0.06  -2.38  4.10  0.083
H  1.84  -0.59  3.68  0.091
H  1.69  0.61  1.52  0.073
N  -0.97  -0.30  -1.52  -0.042

Values from the calculation:
HOMO, eV: -8.5
Max |F|, Eh/bohr: 0.1611
E_tot, eV: -15275.4009
SMILES: CC(C)C[C@@H]1NCCc2ccccc21

Record 3
The following is a quantum chemistry calculation of a single C3H9N3O2 molecule, from OMol25.

Each line ends with the Löwdin charge.
Positions of all 17 atoms, in Å:
C  -2.36  -1.00  -0.24  -0.130
C  -0.12  -0.60  0.17  -0.189
C  1.15  0.25  -0.11  -0.324
H  -2.23  -1.45  -1.40  0.145
H  -2.46  -1.86  0.60  0.119
H  -3.30  -0.30  -0.11  0.107
H  0.16  -1.02  1.24  0.157
H  -0.19  -1.63  -0.26  0.106
H  2.16  1.77  -0.46  0.159
H  -0.71  2.74  -0.30  0.089
H  0.05  2.50  1.18  0.091
H  3.23  -1.75  0.13  0.071
N  1.05  1.59  -0.58  -0.044
N  0.25  2.61  0.15  -0.033
N  2.38  -0.25  0.06  0.002
O  -1.39  0.08  0.04  -0.239
O  2.31  -1.67  -0.12  -0.086

Values from the calculation:
HOMO, eV: -8.8
Max |F|, Eh/bohr: 0.0874
E_tot, eV: -11816.5279
SMILES: COC/C(=N\O)NN

Record 4
The following is a quantum chemistry calculation of a molecular structure, C45H43N5O6PSe2W, from OMol25.

Each line ends with the Löwdin charge.
Positions of all 103 atoms, in Å:
W  -1.13  0.98  -0.70  1.520
Se  -1.93  3.44  -0.63  0.787
Se  -3.71  0.74  -1.43  0.817
C  -2.87  0.78  -3.10  -0.704
C  -3.43  0.35  -4.29  -0.074
C  -2.61  0.32  -5.40  -0.034
C  -1.26  0.69  -5.26  -0.038
C  -0.78  1.07  -4.03  -0.110
N  -1.60  1.16  -2.96  -0.118
C  -2.59  2.74  0.98  -0.742
C  -3.20  3.43  2.02  -0.069
C  -3.53  2.74  3.17  -0.038
C  -3.23  1.37  3.27  -0.040
C  -2.63  0.75  2.21  -0.107
N  -2.33  1.43  1.08  -0.212
H  -4.46  0.04  -4.32  0.115
H  -2.98  -0.01  -6.35  0.118
H  -0.59  0.66  -6.11  0.109
H  0.25  1.32  -3.87  0.098
H  -3.41  4.49  1.91  0.114
H  -4.01  3.25  3.99  0.117
H  -3.48  0.81  4.16  0.112
H  -2.36  -0.30  2.23  0.104
O  -0.28  -0.13  0.75  -0.283
C  0.85  -0.73  0.47  -0.361
C  2.06  -0.95  1.18  -0.199
C  2.61  -0.61  2.42  0.001
C  3.87  -1.11  2.70  -0.058
C  4.57  -1.92  1.80  -0.057
C  4.02  -2.27  0.57  -0.041
C  2.78  -1.77  0.27  -0.225
P  1.42  -1.75  -0.92  1.178
C  2.07  -1.18  -2.50  -0.279
C  3.28  -0.48  -2.48  -0.077
C  3.86  -0.07  -3.67  -0.064
C  3.25  -0.38  -4.88  -0.056
C  2.06  -1.10  -4.90  -0.062
C  1.46  -1.50  -3.71  -0.082
C  0.79  -3.42  -1.05  -0.280
C  1.24  -4.28  -2.05  -0.058
C  0.81  -5.60  -2.05  -0.053
C  -0.07  -6.05  -1.07  -0.052
C  -0.50  -5.19  -0.07  -0.049
C  -0.07  -3.87  -0.06  -0.074
H  2.07  0.00  3.13  0.098
H  4.34  -0.86  3.65  0.109
H  5.55  -2.28  2.07  0.108
H  4.56  -2.90  -0.12  0.118
H  3.77  -0.26  -1.54  0.107
H  4.79  0.48  -3.66  0.113
H  3.70  -0.06  -5.81  0.112
H  1.60  -1.37  -5.84  0.114
H  0.52  -2.03  -3.73  0.094
H  1.91  -3.94  -2.82  0.108
H  1.14  -6.27  -2.82  0.113
H  -0.40  -7.08  -1.08  0.113
H  -1.18  -5.54  0.70  0.115
H  -0.39  -3.21  0.73  0.104
O  -1.68  -2.14  -3.27  0.098
C  -1.73  -1.82  -2.10  -0.551
O  -0.91  -0.92  -1.56  -0.289
C  -2.74  -2.46  -1.18  -0.172
C  -2.69  -2.30  0.20  -0.070
C  -3.64  -2.88  1.01  0.018
C  -4.65  -3.61  0.40  -0.126
C  -4.74  -3.78  -0.96  0.033
C  -3.76  -3.21  -1.76  0.019
N  -5.70  -4.22  1.27  -0.349
O  -5.59  -4.05  2.47  0.080
O  -6.58  -4.83  0.72  0.093
H  -1.88  -1.72  0.64  0.077
H  -3.63  -2.78  2.09  0.121
H  -5.55  -4.36  -1.38  0.125
H  -3.78  -3.32  -2.83  0.128
N  0.31  2.37  1.43  0.189
C  0.55  2.77  2.49  -0.205
N  0.81  3.22  3.70  -0.093
C  0.65  2.38  4.88  -0.146
C  1.91  2.43  5.72  -0.178
C  2.26  3.88  6.06  -0.195
C  2.41  4.71  4.78  -0.175
C  1.15  4.63  3.94  -0.135
H  0.40  1.37  4.55  0.119
H  -0.20  2.76  5.46  0.129
H  2.74  1.99  5.15  0.113
H  1.78  1.84  6.62  0.117
H  3.17  3.93  6.65  0.114
H  1.45  4.31  6.67  0.118
H  3.25  4.33  4.20  0.120
H  2.61  5.76  5.02  0.117
H  1.26  5.13  2.97  0.130
H  0.31  5.10  4.46  0.130
C  2.65  2.64  -0.97  -0.039
C  1.20  2.83  -1.37  -0.539
C  1.05  3.53  -2.71  -0.056
O  0.54  1.54  -1.36  -0.392
H  3.07  3.61  -0.70  0.091
H  3.24  2.22  -1.78  0.063
H  2.72  1.98  -0.10  0.070
H  0.72  3.45  -0.60  0.042
H  1.64  3.04  -3.48  0.081
H  1.40  4.55  -2.62  0.095
H  0.00  3.56  -3.02  0.060

Values from the calculation:
Expectation value of S²: 2.035
HOMO (spin up / spin down), eV: -9.5 / -9.7
Max |F|, Eh/bohr: 0.0288
E_tot, eV: -208898.6299
Spin multiplicity: 3
Total charge: +1

Record 5
The following is a quantum chemistry calculation of 2 unconnected molecules or ions with the total composition C11H18N2O7, from OMol25.

Each line ends with the Löwdin charge.
Positions of all 38 atoms, in Å:
O  1.07  3.15  1.87  0.104
O  -0.94  2.43  -2.73  0.123
O  -3.14  -0.48  -0.72  0.041
O  -1.09  -2.49  2.41  0.069
O  -0.60  2.22  0.68  0.092
O  -1.57  4.18  -1.44  0.136
O  1.64  0.03  -0.28  -0.041
C  0.55  2.92  0.79  -0.517
C  -0.65  3.34  -1.99  -0.497
C  -2.23  -1.25  -0.48  -0.540
C  -0.15  -2.60  1.63  -0.481
C  1.28  3.37  -0.39  0.060
C  0.76  3.55  -1.67  -0.152
N  0.74  -3.60  1.73  0.015
N  -1.12  -0.81  0.11  0.124
C  -2.36  -2.71  -0.86  0.016
C  1.68  3.97  -2.79  -0.021
C  0.70  -4.62  2.78  -0.054
C  1.21  -0.65  0.88  -0.194
C  0.07  -1.60  0.49  -0.201
H  -0.93  2.13  1.59  0.146
H  -2.42  3.83  -1.73  0.139
H  0.88  0.48  -0.67  0.071
H  2.33  3.59  -0.21  0.129
H  1.49  -3.64  1.06  0.136
H  -1.13  0.17  0.32  0.112
H  -2.37  -3.32  0.05  0.080
H  -3.30  -2.85  -1.38  0.087
H  -1.54  -3.00  -1.51  0.080
H  1.69  3.21  -3.58  0.096
H  2.71  4.11  -2.44  0.086
H  1.34  4.92  -3.22  0.095
H  -0.17  -5.26  2.64  0.087
H  1.61  -5.23  2.75  0.084
H  0.62  -4.14  3.76  0.088
H  0.87  0.05  1.64  0.126
H  2.05  -1.22  1.28  0.129
H  0.40  -2.16  -0.38  0.147

Values from the calculation:
HOMO, eV: -9.5
Max |F|, Eh/bohr: 0.0743
E_tot, eV: -29012.4006
SMILES: CNC(=O)[C@H](CO)NC(C)=O.C/C(=C/C(=O)O)C(=O)O

Record 6
The following is a quantum chemistry calculation of a gas-phase ion, C21H28N3O5S (charge +1), from OMol25.

Each line ends with the Löwdin charge.
Positions of all 58 atoms, in Å:
C  -1.78  0.95  3.17  -0.048
H  -1.32  1.92  3.00  0.062
O  -1.39  0.00  2.19  -0.119
C  -1.86  0.16  0.92  -0.203
C  -2.37  1.36  0.43  0.005
C  -2.81  1.46  -0.88  -0.056
C  -2.76  0.37  -1.71  -0.040
C  -2.27  -0.85  -1.26  -0.146
C  -1.80  -0.94  0.05  -0.152
O  -1.23  -2.16  0.41  -0.151
C  -1.51  -2.72  1.68  -0.022
H  -0.94  -2.24  2.47  0.090
H  -1.22  -3.77  1.61  0.102
H  -2.57  -2.65  1.91  0.113
C  -2.33  -2.07  -2.15  -0.103
N  -1.09  -2.53  -2.76  -0.156
C  -0.19  -1.55  -3.25  -0.125
H  -0.75  -0.71  -3.65  0.133
H  0.39  -1.99  -4.07  0.132
C  0.79  -1.03  -2.16  -0.108
N  1.00  -2.08  -1.15  -0.127
H  0.22  -2.08  -0.45  0.122
C  0.99  -3.42  -1.75  -0.118
H  1.31  -4.14  -0.99  0.135
H  1.72  -3.42  -2.56  0.137
C  -0.43  -3.72  -2.25  -0.127
H  -1.03  -4.14  -1.44  0.121
H  -0.37  -4.47  -3.05  0.133
S  2.62  -1.85  -0.23  0.769
O  2.48  -2.78  0.83  -0.229
O  3.58  -2.03  -1.27  -0.229
C  2.47  -0.17  0.28  -0.302
C  1.69  0.13  1.38  -0.028
C  1.53  1.45  1.76  0.030
C  2.15  2.47  1.03  -0.188
C  2.97  2.14  -0.06  0.016
C  3.13  0.82  -0.44  -0.045
H  3.76  0.55  -1.26  0.123
H  3.48  2.92  -0.60  0.124
N  1.98  3.80  1.35  0.132
C  0.98  4.36  2.12  -0.480
O  0.08  3.71  2.60  0.076
C  1.12  5.85  2.26  0.015
H  1.06  6.33  1.29  0.093
H  0.33  6.23  2.90  0.093
H  2.08  6.09  2.71  0.094
H  2.61  4.44  0.90  0.152
H  0.94  1.69  2.62  0.105
H  1.23  -0.67  1.94  0.120
H  0.40  -0.14  -1.67  0.130
H  1.77  -0.81  -2.60  0.128
H  -2.76  -2.90  -1.59  0.133
H  -3.02  -1.84  -2.97  0.130
H  -3.14  0.44  -2.72  0.117
H  -3.19  2.40  -1.24  0.113
H  -2.42  2.22  1.08  0.114
H  -2.86  1.05  3.20  0.109
H  -1.43  0.54  4.11  0.105

Values from the calculation:
HOMO, eV: -11.3
Max |F|, Eh/bohr: 0.0213
E_tot, eV: -47767.6713
SMILES: COc1cccc(CN2CC[NH+](S(=O)(=O)c3ccc(NC(C)=O)cc3)CC2)c1OC
Total charge: +1